Entry 1:
Formula: C21H47FINO6S
Source: the Open Molecules 2025 dataset
Level of theory: wB97M-V/def2-TZVPD

XYZ file:
```
78
Properties=species:S:1:pos:R:3:forces:R:3:mulliken_charge:R:1
C -3.765483 3.185868 1.076476 0.2 0.3 0.0 -1.31
C -2.309208 2.836571 1.385609 0.0 0.2 -0.4 0.09
C -1.300198 3.824986 0.748983 -0.1 -0.2 0.3 -0.98
C -0.086731 3.173804 0.066595 0.1 0.4 -0.1 -0.17
C -0.220065 3.027836 -1.453759 -0.1 -0.2 0.1 -0.82
C -1.548452 2.408421 -1.922933 0.0 0.0 0.0 0.05
C -1.413851 1.584429 -3.217546 0.3 -0.2 0.5 -1.50
C -1.158372 0.101807 -2.872384 -0.1 0.2 -0.4 0.60
C -2.430937 -0.763457 -2.811715 0.0 0.3 0.5 -1.07
C -2.472826 -1.769358 -1.647220 0.0 -0.1 -0.3 -0.80
C -1.158282 -2.507364 -1.367507 0.1 -0.2 0.5 -0.45
C -0.222443 -1.783354 -0.359430 -0.3 0.2 -0.5 0.02
C 1.192692 -1.513469 -0.880729 -0.1 -0.2 0.0 -0.75
N 2.138967 -2.565752 -0.371324 0.5 0.1 -0.3 -0.56
I 3.423413 -3.329537 -1.804414 -0.2 0.0 0.0 0.20
S 3.044124 -2.040806 0.908577 0.4 -0.1 0.0 1.00
O 3.821919 -3.123477 1.433058 -0.7 1.1 -0.4 -0.57
O 3.595712 -0.732121 0.688413 -0.3 -1.0 0.4 -0.34
F 1.804585 -1.827608 1.849459 0.3 0.1 0.2 -0.20
H -3.923451 4.260721 1.208000 0.0 0.0 0.0 0.34
H -4.008073 2.949914 0.038341 -0.1 0.0 0.0 0.25
H -4.464898 2.680247 1.741048 0.0 -0.2 -0.1 0.38
H -2.092557 1.835586 1.003571 0.0 -0.1 0.2 -0.13
H -2.173435 2.831853 2.466705 0.1 -0.2 0.0 0.46
H -1.831280 4.462771 0.038460 0.1 0.0 -0.1 0.45
H -0.935434 4.482926 1.540177 -0.1 0.1 -0.1 0.41
H 0.124276 2.207127 0.534018 -0.1 -0.1 0.0 0.13
H 0.790942 3.797797 0.260874 0.1 -0.1 0.0 0.08
H -0.100653 4.018250 -1.904935 0.0 -0.1 -0.1 0.33
H 0.607620 2.413895 -1.826080 0.0 0.0 0.0 0.33
H -1.905530 1.753212 -1.122924 -0.2 -0.1 -0.1 -0.14
H -2.301373 3.190972 -2.034632 0.0 0.0 0.0 0.64
H -0.541859 1.949766 -3.766019 -0.2 0.2 -0.2 0.41
H -2.305370 1.697496 -3.832331 0.0 -0.1 -0.2 0.40
H -0.461430 -0.328380 -3.597191 0.0 -0.1 0.1 0.59
H -0.662119 0.096562 -1.904808 0.1 0.0 0.0 -0.59
H -2.557992 -1.291510 -3.757249 0.0 0.0 -0.1 0.34
H -3.292214 -0.096675 -2.700139 0.0 -0.1 -0.1 0.37
H -3.241983 -2.513095 -1.877345 0.0 0.0 0.0 0.33
H -2.811041 -1.269434 -0.734008 0.1 0.0 0.0 0.36
H -1.414979 -3.476889 -0.934178 0.1 0.1 -0.2 0.11
H -0.623013 -2.706145 -2.297555 0.0 0.0 -0.1 0.47
H -0.164560 -2.355081 0.563766 0.0 0.1 0.1 0.37
H -0.675097 -0.816673 -0.121788 0.1 -0.1 0.2 -0.12
H 1.565396 -0.522933 -0.609047 0.0 -0.1 0.1 0.33
H 1.209812 -1.558525 -1.968545 0.0 0.0 0.1 0.65
C -2.581665 -4.605789 3.956408 0.0 0.0 0.0 -0.54
O -3.529242 -5.412637 3.281990 0.1 0.0 -0.1 -0.39
C -4.199702 -4.748177 2.226057 -0.1 0.0 0.1 -0.59
C -3.617690 -5.095935 0.874544 0.0 0.0 -0.1 -0.54
O -2.282695 -4.639022 0.735918 0.0 -0.1 0.2 -0.14
C -1.305667 -5.645531 0.940232 0.0 0.1 0.0 -0.85
H -1.969305 -5.266180 4.567664 0.0 0.0 0.0 0.25
H -1.936862 -4.070088 3.255657 0.0 0.0 0.0 0.14
H -3.080589 -3.882284 4.610247 0.0 0.0 0.0 0.33
H -4.171487 -3.664021 2.375890 0.0 0.0 0.0 0.32
H -5.246618 -5.065680 2.249744 0.0 0.0 0.0 0.39
H -4.214605 -4.609030 0.096973 0.0 0.0 0.0 0.34
H -3.669224 -6.177197 0.713778 0.0 0.0 0.0 0.39
H -1.249200 -6.313782 0.074280 0.0 0.0 0.0 0.28
H -1.509111 -6.233885 1.837228 0.0 0.0 0.0 0.45
H -0.346934 -5.141665 1.056553 0.0 0.0 0.0 0.16
C 7.020692 3.780824 0.516553 0.0 0.0 0.0 -0.71
O 6.368886 2.750718 -0.200001 0.0 0.1 0.0 -0.40
C 5.392939 2.051721 0.561212 0.1 -0.1 -0.2 -0.61
C 3.993537 2.536687 0.255014 -0.1 0.1 0.1 -0.03
O 3.807589 3.891260 0.645083 0.0 0.0 0.0 -0.42
C 3.939106 4.812331 -0.419849 0.0 0.0 0.0 -0.74
H 7.554861 4.394466 -0.207466 0.0 0.0 0.0 0.24
H 6.309523 4.408268 1.059032 0.0 0.0 0.0 0.30
H 7.744450 3.365277 1.226645 0.0 0.0 0.0 0.33
H 5.598612 2.150335 1.631508 0.0 0.0 0.0 0.35
H 5.465771 0.994920 0.298424 0.0 0.0 0.0 0.29
H 3.277886 1.929247 0.813638 0.0 0.0 0.0 0.22
H 3.780514 2.417342 -0.812721 0.0 0.0 0.0 0.30
H 3.060399 4.786661 -1.075852 0.0 0.0 0.0 0.26
H 4.832180 4.613241 -1.016426 0.0 0.0 0.0 0.37
H 4.019384 5.806427 0.017651 0.0 0.0 0.0 0.26
```
Positions in Å, forces in eV/Å.

The calculation puts the HOMO energy at -9.0254 eV. The calculation puts the LUMO energy at -0.9512 eV. The value obtained for the electronic energy is -57964.178 eV.

=====

Entry 2:
Formula: H28O14
Source: the Open Molecules 2025 dataset
Level of theory: wB97M-V/def2-TZVPD

XYZ file:
```
42
Properties=species:S:1:pos:R:3:forces:R:3:mulliken_charge:R:1
H 0.664716 0.904336 -0.217957 -0.3 0.9 -1.2 0.29
H -0.373599 0.406872 -1.118584 -3.4 -2.9 -0.5 0.24
H 0.930586 -3.619623 1.457348 0.7 -0.6 0.1 0.36
H 0.069366 -2.453089 1.154156 -0.3 -0.1 0.5 0.25
H 3.950522 2.371464 -1.768641 -2.1 0.4 -0.8 0.30
H 5.413815 2.767375 -2.115749 -1.1 -0.6 0.7 0.30
H 1.485637 4.141926 0.035812 -0.4 -0.1 -1.0 0.29
H 1.908870 4.129774 1.377935 0.4 1.4 2.7 0.25
H -0.504734 0.645692 2.681152 -2.3 -0.7 1.5 0.29
H -1.888465 -0.075720 3.221898 0.2 -0.8 -0.4 0.28
H -4.649184 -1.552330 -0.496212 -3.9 0.6 -0.8 0.28
H -3.693436 -1.300945 0.648700 -0.3 -0.4 -1.0 0.31
H 0.458250 -1.649560 -0.789230 -0.6 -1.3 -1.8 0.25
H -0.309797 -2.255401 -2.074242 -1.5 0.7 -0.6 0.30
H 0.148477 -1.190065 -3.408515 0.7 0.8 0.1 0.27
H 0.810539 -0.168496 -2.445924 2.3 0.2 3.1 0.37
H 2.837296 0.315969 1.442825 1.7 0.6 -0.6 0.27
H 3.455973 1.433642 2.081685 0.2 1.9 1.7 0.27
H -2.430781 1.961345 -0.831147 0.4 0.1 0.4 0.28
H -2.939063 3.048573 -1.621527 -1.1 0.9 -1.1 0.28
H -4.703745 0.091169 -2.167821 1.6 -1.1 -1.3 0.32
H -6.206034 -0.263678 -1.839176 0.8 0.3 -0.3 0.31
H -1.190873 -5.015253 0.249916 0.2 0.2 -0.9 0.22
H -0.234951 -3.873059 -0.310958 0.7 0.2 -2.5 0.37
H 4.641584 -3.442738 -0.827530 -0.1 -1.5 -2.1 0.31
H 3.963698 -2.073403 -0.429519 1.6 -1.9 0.4 0.31
H -1.661083 2.662172 2.407518 0.7 0.0 -0.2 0.29
H -1.864177 3.291264 3.850455 -0.4 -0.8 -1.5 0.31
O 0.238373 1.062097 -1.103730 3.8 2.4 2.5 -0.65
O 0.191275 -3.148999 1.809481 2.3 4.2 3.8 -0.61
O 4.824940 2.276661 -1.490972 3.2 0.2 0.1 -0.61
O 1.899313 3.557198 0.662665 -0.1 -1.4 -1.7 -0.51
O -1.323398 0.684874 3.289048 2.8 0.2 -1.0 -0.56
O -3.784137 -1.642620 -0.268060 4.3 -0.2 1.9 -0.58
O 0.351211 -2.408376 -1.438172 2.2 0.2 2.7 -0.59
O 0.326822 -0.259971 -3.198070 -2.9 -0.9 -4.5 -0.55
O 3.645918 0.909632 1.342594 -1.9 -2.6 -1.1 -0.55
O -2.260641 2.898412 -0.995417 0.6 -0.9 0.8 -0.55
O -5.467572 0.360329 -1.728164 -2.5 0.8 1.5 -0.64
O -0.681503 -4.212022 0.421673 -3.7 -4.0 -0.7 -0.55
O 4.580389 -2.827557 -0.147924 -1.5 3.4 1.7 -0.62
O -2.302166 2.845565 3.076714 -1.0 2.2 1.7 -0.60
```
Positions in Å, forces in eV/Å.

The calculation puts the relative energy (zero: lowest compared OMol25 entry of this formula, charge and spin) at 7.3950 eV. The calculation puts the HOMO energy at -9.1899 eV. The calculation puts the LUMO energy at -0.6711 eV. The value obtained for the electronic energy is -29114.257 eV.

=====

Entry 3:
Formula: C16H31N11O4
Source: the Open Molecules 2025 dataset
Level of theory: wB97M-V/def2-TZVPD

XYZ file:
```
62
Properties=species:S:1:pos:R:3:forces:R:3:mulliken_charge:R:1
C 1.671843 0.326806 2.643426 0.6 -0.2 0.5 0.12
C 1.467338 -1.055528 2.817628 -0.4 -1.1 -0.9 -0.42
C 0.252209 -1.230813 3.427949 -0.7 0.4 1.0 -0.72
N -0.249032 0.014686 3.742596 1.2 -0.7 -0.4 0.12
C 0.632482 0.938262 3.280503 -1.2 1.5 -0.4 -1.03
H 2.551565 0.747401 2.182534 -0.1 0.3 0.0 0.61
H 2.035208 -1.843369 2.344541 0.2 0.0 0.3 0.37
H -0.326213 -2.069655 3.781649 0.4 -0.3 -0.3 0.41
H -1.110204 0.229918 4.220730 -0.2 0.0 -0.3 0.27
H 0.276789 1.960148 3.262204 0.5 0.1 0.3 0.29
C -6.137748 -1.997688 -0.390939 -0.2 -0.2 1.2 -0.19
C -5.883050 -0.906296 -1.227644 0.0 1.5 -0.5 -0.60
C -4.524327 -0.746019 -1.331873 0.5 -1.8 -1.1 -0.26
N -3.982851 -1.864461 -0.739757 0.7 0.7 1.9 0.13
C -4.916226 -2.459039 0.075312 -0.5 -0.9 -2.1 -0.96
H -7.117721 -2.373363 -0.141844 0.1 0.1 0.3 0.43
H -6.581252 -0.220557 -1.683163 -0.2 -0.2 0.1 0.44
H -3.857522 -0.142610 -1.926005 -0.4 0.3 -0.1 0.33
H -3.014793 -2.147893 -0.779387 0.1 0.5 0.2 0.28
H -4.648810 -3.237658 0.769222 -0.1 -0.2 -0.2 0.35
C 6.061852 -2.740423 1.584946 -1.0 0.7 -0.5 -0.50
C 6.149160 -1.551473 2.325238 0.3 1.1 1.4 -0.59
C 5.375720 -0.570270 1.749189 -0.1 -0.5 -1.1 -0.32
N 4.822753 -1.119306 0.596769 0.2 -0.2 1.8 0.23
C 5.162295 -2.437528 0.587088 0.2 -1.0 -1.4 -0.54
H 6.583811 -3.663758 1.759176 -0.2 -0.1 0.0 0.42
H 6.644394 -1.435103 3.279114 0.2 0.1 -0.2 0.38
H 5.133467 0.458012 1.961133 0.3 0.0 0.4 0.34
H 4.123101 -0.617385 0.071365 0.1 -0.3 -0.3 0.27
H 4.803981 -3.099141 -0.188966 0.0 0.2 -0.1 0.38
N 0.741930 -0.037525 -0.301136 0.2 -0.4 -0.3 0.01
C -0.003498 -0.459197 -1.355125 -0.8 2.1 0.7 0.31
N 0.517982 -0.036673 -2.558937 -0.5 -0.8 0.0 -0.43
O -1.147308 -0.892985 -1.239833 0.3 -1.0 -0.5 -0.68
H 0.542451 -0.345222 0.638778 -0.1 -0.1 -0.1 0.12
H 1.692885 0.248321 -0.502261 0.1 -0.1 0.3 0.24
H 0.093318 -0.447569 -3.370515 0.3 0.1 -0.2 0.31
H 1.239842 0.658464 -2.583177 0.3 -0.3 -0.2 0.15
N -2.355470 0.421735 1.180489 0.4 0.3 0.4 -0.08
C -3.208329 0.538565 2.226982 0.1 0.3 0.0 0.61
N -4.447434 0.078725 1.981000 -0.9 0.0 0.5 -0.32
O -2.904641 1.052171 3.309463 0.1 -0.3 -0.2 -0.76
H -2.652879 0.062678 0.293119 0.3 -0.2 0.0 0.21
H -1.382168 0.487621 1.420754 0.0 0.1 -0.3 -0.04
H -5.121077 0.284448 2.697413 -0.1 -0.1 -0.1 0.17
H -4.738537 -0.413872 1.152939 0.1 0.1 0.0 0.29
N -1.123340 1.933643 -4.614382 0.6 2.5 -0.8 -0.29
C -2.419395 1.855745 -5.014902 -1.9 -1.2 0.1 0.53
N -2.992325 0.678671 -4.614847 -0.1 -0.8 0.2 -0.36
O -3.101997 2.658715 -5.643652 1.6 0.1 0.3 -0.64
H -0.516103 1.254780 -4.206236 -0.5 -0.3 0.1 0.21
H -0.738874 2.855506 -4.766519 0.2 -0.3 0.0 0.18
H -2.609728 0.155284 -3.846364 0.0 -0.1 0.0 0.17
H -3.948188 0.507425 -4.870376 0.0 0.1 0.1 0.21
N 2.712694 2.987454 0.210293 -0.1 -1.6 -0.6 -0.36
C 3.574264 2.221666 -0.516671 0.6 0.5 0.6 0.66
N 4.701095 2.875568 -0.899530 -0.1 -0.4 -0.2 -0.47
O 3.394134 1.015485 -0.717030 -0.1 0.4 -0.2 -0.82
H 1.910267 2.435957 0.478531 -0.3 0.8 0.3 0.18
H 2.822491 3.974862 0.313021 -0.3 0.1 0.2 0.19
H 5.365753 2.366760 -1.456237 0.0 0.2 0.0 0.25
H 4.703982 3.876891 -0.877780 0.3 0.1 -0.1 0.17
```
Positions in Å, forces in eV/Å.

The structure (SMILES) is c1cc[nH]c1.c1cc[nH]c1.c1cc[nH]c1.NC(N)=O.NC(N)=O.NC(N)=O.NC(N)=O. The calculation puts the relative energy (zero: lowest compared OMol25 entry of this formula, charge and spin) at 0.0000 eV. The calculation puts the HOMO energy at -8.0502 eV. The calculation puts the LUMO energy at -0.0735 eV. The value obtained for the electronic energy is -41679.213 eV.

=====

Entry 4:
Formula: C10H14FInN
Source: the Open Molecules 2025 dataset
Level of theory: wB97M-V/def2-TZVPD

XYZ file:
```
27
Properties=species:S:1:pos:R:3:forces:R:3:mulliken_charge:R:1
C 0.352363 -3.357242 -1.223951 0.6 0.3 0.5 -0.57
C 0.539394 -2.865017 0.056855 -1.5 -1.1 -0.4 -0.60
In -0.287211 -0.803612 0.584418 -0.7 -0.7 0.1 0.65
C 1.290879 0.445128 1.582674 0.4 -0.1 0.0 -1.22
C 1.085290 0.554661 3.132886 -0.6 1.1 -0.8 0.75
C 0.953906 2.049319 3.597692 0.7 0.4 0.0 -1.13
F 2.176729 -0.028179 3.854658 -0.9 0.2 -0.4 -0.38
C -0.888774 0.118168 -1.386863 -0.1 0.6 -1.6 0.02
C -2.056372 0.973601 -1.578861 1.9 -0.8 -1.7 -0.40
C -2.329182 1.451040 -2.912274 -0.7 0.0 1.3 -0.14
N -1.624808 1.197285 -4.035435 0.5 -0.5 1.7 -0.61
C -0.525946 0.435015 -3.830917 1.1 -1.0 0.5 -0.27
C -0.079289 -0.140151 -2.589398 -2.5 1.5 0.6 -0.15
H 1.212143 -3.571127 -1.919141 -0.7 -1.3 1.0 0.21
H -0.664822 -3.511687 -1.664069 0.8 1.6 -0.2 0.23
H 1.125885 -3.492234 0.777608 1.3 1.4 -1.1 0.26
H -1.769585 -1.041098 1.603362 0.3 0.3 -0.1 -0.35
H 1.274423 1.457160 1.104946 0.0 -0.7 0.5 0.30
H 2.280686 -0.007753 1.306108 -0.8 0.3 0.6 0.34
H 0.115540 0.054095 3.394691 1.2 -0.1 0.3 0.10
H 1.280799 2.738989 2.776527 -0.4 -0.6 0.7 0.30
H 1.654304 2.252878 4.449343 -0.6 -0.4 -0.6 0.29
H -0.066510 2.345461 3.931315 0.6 -0.4 -0.3 0.26
H -2.711318 1.248296 -0.727937 0.4 -0.2 -0.7 0.28
H -3.248121 2.076453 -3.037042 0.8 -0.5 -0.1 0.27
H 0.087365 0.197646 -4.735579 -0.6 0.4 0.6 0.27
H 0.822233 -0.777097 -2.511615 -0.7 0.5 -0.3 0.27
```
Positions in Å, forces in eV/Å.

The calculation puts the relative energy (zero: lowest compared OMol25 entry of this formula, charge and spin) at 0.0000 eV. The calculation puts the HOMO energy at -3.7029 eV. The calculation puts the LUMO energy at 3.1336 eV. As for the charge: -1. The value obtained for the electronic energy is -19974.690 eV.

=====

- Which formula does entry 1 have?
  C21H47FINO6S